(1)
24
Properties=species:S:1:pos:R:3:forces:R:3 method="wB97M-V/def2-TZVPD" e_above_lowest_kj_mol=91.2 charge=0 smiles="CCC(N)=O.CCC(N)=O"
C -1.0389 -2.3484 1.4544 -0.9 -1.1 -0.4
C -0.1661 -3.1992 0.5599 1.3 -0.4 -1.3
C -1.1752 -0.9252 1.0252 1.1 0.2 -0.2
O -0.8018 -0.5844 -0.0886 -0.3 -0.3 0.4
N -1.4968 0.0154 1.9450 -0.5 1.2 0.5
H -1.9684 -2.8804 1.2639 -0.8 0.4 0.3
H -0.8929 -2.4886 2.5157 0.5 0.3 0.3
H -0.5675 -3.2952 -0.4533 -0.6 -0.1 0.3
H -1.4606 0.9790 1.6487 0.1 -0.1 -0.5
H -2.1280 -0.0417 2.7241 0.1 -1.0 0.2
H -0.0508 -4.2053 0.9603 -0.1 0.0 0.1
H 0.8343 -2.8699 0.2561 0.1 0.5 0.9
C 1.0678 2.6375 -0.7576 0.1 -1.2 0.8
C 2.1590 1.6027 -0.5489 1.0 -2.2 0.2
C 0.1150 2.3529 -1.9020 -0.6 0.3 -0.5
O -0.4441 3.2517 -2.5056 0.3 0.1 0.0
N -0.1475 1.0304 -2.1503 0.4 0.0 0.9
H 0.4664 2.4442 0.1419 -0.3 0.6 -0.1
H 1.3822 3.6693 -0.7496 0.1 0.2 -0.2
H 1.7625 0.5786 -0.4902 -0.7 0.3 -0.1
H -0.9952 0.8537 -2.6648 0.0 0.2 -0.2
H -0.0917 0.4664 -1.2947 0.0 0.0 -0.9
H 2.7082 1.5716 0.3983 -0.2 1.1 0.1
H 2.9301 1.3848 -1.2879 0.0 1.0 -0.5



(2)
24
Properties=species:S:1:pos:R:3:forces:R:3 method="wB97M-V/def2-TZVPD" e_above_lowest_kj_mol=230.6 charge=0
C -1.3126 0.5012 0.8925 0.8 0.2 0.1
C -1.6609 0.0839 -1.5935 0.6 0.1 -0.1
C -0.9028 -0.0585 2.2491 -0.1 0.0 -0.1
C -1.0211 -0.3615 -0.3070 -2.0 -1.7 0.4
N -0.7544 -1.6279 -0.1119 0.9 0.5 -0.3
H -0.7965 -2.2002 -0.9484 -0.1 0.2 -0.3
H -0.8351 1.4660 0.7238 0.0 0.2 0.0
H -2.3911 0.6902 0.8876 0.0 -0.1 -0.2
H -1.4009 -0.5714 -2.4240 0.0 0.0 0.1
H -1.3461 1.0939 -1.8455 0.0 0.1 0.0
H -2.7439 0.0972 -1.4831 -0.1 0.0 0.1
H -1.4276 -0.9895 2.4597 0.1 -0.1 0.0
H -1.1675 0.6502 3.0329 0.0 0.1 0.0
H 0.1662 -0.2460 2.2922 0.1 0.0 0.0
C 1.4633 1.5888 -1.1106 0.3 -0.3 0.1
C 2.2766 -0.4825 0.0467 -1.1 0.6 -2.5
N 1.7626 -1.5523 0.6077 -1.3 -0.2 0.1
O 1.1157 0.3308 -0.5539 1.2 -0.5 0.9
O 3.3842 -0.1401 -0.2739 0.1 0.2 0.8
H 2.4828 -2.1980 0.9019 -0.1 0.0 0.0
H 0.4394 -1.8042 0.3309 0.9 0.6 0.9
H 1.1538 2.3983 -0.4480 0.0 0.1 0.1
H 2.5430 1.6288 -1.2464 0.0 0.1 -0.1
H 0.9730 1.7029 -2.0787 0.0 0.0 0.0



(3)
24
Properties=species:S:1:pos:R:3:forces:R:3 method="wB97M-V/def2-TZVPD" e_above_lowest_kj_mol=172.7 charge=0 smiles="CNC(C)=O.CNC(C)=O"
C 2.4153 0.2093 1.5134 1.7 2.5 -2.8
C -0.4773 2.4490 0.5672 -0.8 1.3 0.1
C 1.2173 1.0787 1.6793 -1.2 0.2 1.9
O 0.6854 1.2568 2.7676 0.1 -0.4 -0.4
N 0.7979 1.7757 0.5900 0.7 -0.6 -1.3
H 3.1754 1.0275 1.2463 -0.2 -1.1 1.3
H 1.2872 1.4727 -0.2341 -0.4 0.4 -0.5
H -1.2068 1.7960 1.0456 -0.2 0.3 0.2
H 2.7006 -0.4375 2.2954 0.1 -0.3 1.0
H 2.5185 -0.2708 0.5403 -0.7 -0.5 0.2
H -0.4023 3.4148 1.0940 -0.1 -0.6 0.4
H -0.9301 2.8282 -0.3874 1.1 -1.1 0.2
C -2.5667 -0.3112 -1.9109 1.0 -1.2 2.5
C 0.8114 -1.6795 -0.8071 1.4 0.8 -0.2
C -0.5827 -1.7127 -1.3172 -0.5 -0.5 1.4
O -1.0033 -2.7025 -1.8815 -0.4 0.4 -0.7
N -1.3746 -0.6321 -0.9946 -1.7 0.0 -2.4
H -1.1660 0.1639 -0.4238 1.0 -0.2 0.2
H -2.6382 -1.1004 -2.6499 0.3 0.3 -0.4
H 1.0022 -2.1177 0.1758 -0.6 0.2 0.1
H -3.4367 -0.4607 -1.2672 -0.3 0.5 -0.3
H -2.4310 0.7196 -2.2333 -0.3 -0.3 -0.4
H 1.4936 -2.2346 -1.4676 -0.4 0.3 -0.1
H 1.0917 -0.6130 -0.8030 0.3 -0.6 0.2



(4)
24
Properties=species:S:1:pos:R:3:forces:R:3 method="wB97M-V/def2-TZVPD" e_above_lowest_kj_mol=121.2 charge=0 smiles="CNC(C)=O.CNC(C)=O"
C -0.3489 -0.8274 -2.6982 -0.3 0.6 -1.6
C -1.1618 -2.1423 0.8812 1.8 2.2 -2.2
C -1.1691 -2.0385 -0.7306 -1.6 0.9 3.0
O -2.0240 -2.6890 -1.2844 0.5 -0.6 -1.1
N -0.4073 -1.0662 -1.2923 0.5 -0.6 -0.1
H -0.0244 -0.3533 -0.6995 -0.2 -0.1 0.4
H -0.4143 -1.7157 -3.3177 -0.5 -0.5 0.4
H -2.0731 -1.7374 1.2610 -1.3 -1.0 0.0
H -1.1199 -0.1191 -3.0737 0.3 -0.4 0.3
H 0.6157 -0.4465 -3.0407 0.1 0.4 0.6
H -0.7986 -3.1228 1.1084 -0.4 -0.5 0.6
H -0.5308 -1.3564 1.3208 0.7 -0.5 -0.3
C 0.3852 3.4884 1.2438 -0.2 0.2 1.3
C 2.2728 0.1980 0.7328 -0.2 0.0 0.0
C 0.5684 2.0134 1.0792 -0.1 -1.1 0.2
O -0.3860 1.2658 0.9236 0.2 -0.2 -0.4
N 1.8463 1.5227 1.1513 0.1 0.6 0.0
H 1.1296 4.0242 0.6462 -0.4 0.3 0.3
H 2.5714 2.1472 1.4573 0.0 0.1 -0.1
H 2.0325 -0.5902 1.4514 0.1 0.2 0.1
H -0.6626 3.7607 1.1022 0.3 -0.1 -0.9
H 0.4232 3.7213 2.3302 0.8 0.0 -0.5
H 1.7512 -0.0688 -0.1829 0.2 0.0 -0.1
H 3.3539 0.2157 0.5329 -0.4 0.0 0.1



| no. | HOMO (eV) |
| --- | --- |
| 1 | -9.0557 |
| 2 | -9.2329 |
| 3 | -9.7717 |
| 4 | -9.0920 |